Entry from OMol25: a 2-piece molecular cluster, C2H2N5O8 overall (ωB97M-V with the def2-TZVPD basis set).

Net charge: -1
Electronic energy in a.u.: -952.62210
HOMO in eV: -4.8
Energy above the lowest of the compared OMol25 structures with the same formula, charge and spin in kcal per mole: 33.74
Gap between HOMO and LUMO in eV: 7.8

CARTESIAN COORDINATES (ANGSTROEM)
N 2.53136 1.03419 -0.00977
C 1.59113 0.10076 0.13883
N -1.35677 -0.00928 -0.01538
H -0.52093 1.89677 0.35551
O -2.22676 -2.02127 -0.45514
O 3.60036 0.81914 0.59526
N -1.55108 -1.19843 -0.96097
O 2.54409 -1.76372 0.77692
O 0.59007 -1.89931 -0.18616
N 1.53108 -1.24841 0.28292
H -0.15149 0.99231 -1.41644
C -0.36507 0.94606 -0.34196
N -2.25356 0.30244 0.97155
O -1.10581 -1.00680 -2.01362
O -3.11124 -0.46887 1.22704
O -2.02031 1.35968 1.49890
O 2.27490 2.16474 -0.44750

Forces on the atoms, in the same order (eV/Å):
1.5 0.6 3.1
-7.0 1.7 -1.8
1.0 0.0 -1.4
0.9 -2.3 -2.3
0.0 -1.7 -0.9
0.9 -0.2 -0.8
-1.6 2.3 3.5
-0.3 -0.8 0.2
-0.2 -0.3 0.7
2.7 0.5 -0.3
-0.5 0.5 0.6
3.5 0.1 1.4
1.5 0.0 -0.8
0.7 -0.3 -2.3
-1.9 -0.9 0.8
-0.7 1.0 1.3
-0.5 -0.2 -0.9